1.
{"formula": "C30H37CdCl5N5OS3Si", "method": "ωB97M-V/def2-TZVPD", "symbols": ["Cd", "S", "C", "S", "S", "Cl", "C", "C", "C", "Cl", "C", "C", "C", "C", "N", "C", "C", "O", "H", "H", "H", "H", "C", "C", "C", "C", "C", "C", "C", "N", "C", "C", "C", "C", "C", "C", "C", "N", "C", "C", "C", "C", "H", "H", "H", "H", "H", "H", "H", "H", "H", "H", "H", "H", "H", "H", "H", "H", "H", "H", "H", "H", "H", "H", "H", "H", "N", "C", "C", "N", "H", "H", "H", "H", "H", "H", "H", "H", "H", "Cl", "Si", "Cl", "Cl"], "xyz": [[1.17, 0.24, 2.53], [3.27, 4.06, 3.99], [2.56, 2.58, 3.78], [0.86, 2.31, 3.96], [3.57, 1.17, 3.31], [3.24, -4.55, 3.33], [1.62, -4.05, 3.74], [0.80, -4.97, 4.41], [-0.45, -4.62, 4.83], [-1.45, -5.81, 5.64], [-0.93, -3.31, 4.64], [-2.18, -2.82, 5.10], [-2.51, -1.51, 4.90], [-1.61, -0.67, 4.23], [-0.46, -1.10, 3.77], [-0.09, -2.39, 3.96], [1.22, -2.74, 3.44], [1.93, -1.90, 2.81], [1.17, -5.97, 4.59], [-2.85, -3.50, 5.61], [-3.46, -1.12, 5.26], [-1.83, 0.38, 4.06], [-4.55, 0.42, -2.22], [-3.54, -0.74, -2.25], [-4.30, -2.05, -2.04], [-2.85, -0.78, -3.62], [-2.49, -0.51, -1.17], [-2.24, -1.40, -0.14], [-1.23, -1.13, 0.77], [-0.48, -0.03, 0.73], [-0.70, 0.85, -0.26], [-1.69, 0.63, -1.21], [0.18, 2.04, -0.33], [0.07, 2.98, -1.36], [0.90, 4.09, -1.39], [1.81, 4.21, -0.35], [1.86, 3.24, 0.64], [1.07, 2.17, 0.65], [0.85, 5.14, -2.49], [2.20, 5.16, -3.21], [-0.24, 4.84, -3.52], [0.57, 6.51, -1.87], [-5.32, 0.27, -2.99], [-4.07, 1.38, -2.41], [-5.05, 0.48, -1.25], [-5.04, -2.17, -2.83], [-4.83, -2.06, -1.08], [-3.63, -2.91, -2.08], [-3.59, -0.95, -4.40], [-2.11, -1.58, -3.65], [-2.33, 0.15, -3.84], [-2.79, -2.33, -0.04], [-1.00, -1.84, 1.54], [-1.85, 1.35, -2.00], [-0.66, 2.84, -2.14], [2.50, 5.04, -0.28], [2.58, 3.33, 1.44], [2.42, 4.19, -3.67], [3.01, 5.39, -2.52], [2.20, 5.92, -4.00], [-0.07, 3.89, -4.03], [-0.25, 5.63, -4.28], [-1.24, 4.82, -3.06], [1.35, 6.80, -1.16], [-0.38, 6.51, -1.33], [0.52, 7.27, -2.65], [2.20, -3.85, -2.45], [2.75, -4.17, -1.11], [2.13, -3.26, -0.05], [0.69, -3.10, -0.12], [2.78, -4.24, -3.19], [1.79, -2.39, -2.74], [1.28, -4.27, -2.54], [3.83, -4.00, -1.13], [2.58, -5.22, -0.87], [2.55, -2.26, -0.14], [2.41, -3.63, 0.94], [0.14, -3.95, -0.11], [0.42, -2.53, -0.91], [5.29, -0.98, 1.73], [3.80, 0.37, 1.01], [5.08, 1.89, 0.14], [1.15, -1.17, -3.02]], "mulliken_charge": [2.00, -0.28, 0.02, -0.47, -0.37, -0.25, 0.57, -0.55, 0.67, -0.31, 0.12, -0.95, -0.96, -0.34, -0.14, 0.50, -0.59, -0.48, 0.45, 0.38, 0.41, 0.38, -1.64, 1.85, -2.20, -1.50, 0.78, -0.34, -1.35, 0.44, -0.57, -0.09, -0.74, 0.30, 0.40, -1.13, -0.82, 0.33, 2.05, -1.63, -2.13, -1.65, 0.47, 0.29, 0.37, 0.45, 0.38, 0.37, 0.46, 0.33, 0.29, 0.51, 0.39, 0.24, 0.44, 0.39, 0.27, 0.38, 0.33, 0.45, 0.41, 0.43, 0.40, 0.32, 0.38, 0.45, -0.52, -0.78, 0.44, 0.05, 0.23, 0.29, 0.29, 0.37, 0.37, -0.05, -0.46, 0.23, -0.14, -0.38, 0.45, -0.40, -0.37], "total_charge": -1, "homo_energy_ev": -4.257, "lumo_energy_ev": 1.9, "relative_energy_kj_mol": 161.3, "homo_lumo_gap_ev": 6.160}

---

2.
{"formula": "C30H37CdCl8GeN2O6S", "method": "ωB97M-V/def2-TZVPD", "symbols": ["Cd", "Cl", "C", "C", "Cl", "C", "Cl", "C", "O", "C", "Cl", "C", "Cl", "Cl", "Ge", "Cl", "Cl", "C", "C", "C", "C", "C", "C", "O", "N", "C", "O", "N", "C", "O", "H", "H", "H", "H", "H", "H", "H", "H", "H", "H", "H", "C", "C", "C", "C", "C", "C", "C", "O", "C", "C", "C", "H", "H", "H", "H", "H", "H", "H", "H", "H", "H", "H", "H", "C", "C", "C", "S", "O", "C", "C", "C", "H", "H", "H", "H", "H", "H", "H", "H", "H", "H", "H", "H", "H", "H"], "xyz": [[-0.96, 0.02, -0.03], [-2.28, -6.66, 2.97], [-2.34, -5.09, 2.24], [-1.21, -4.29, 2.20], [0.28, -4.85, 2.88], [-1.26, -3.03, 1.61], [0.18, -2.04, 1.60], [-2.44, -2.50, 1.05], [-2.53, -1.32, 0.50], [-3.57, -3.34, 1.12], [-5.04, -2.71, 0.46], [-3.52, -4.60, 1.70], [-4.95, -5.57, 1.75], [-2.67, 1.69, -1.05], [-1.58, 3.29, 0.01], [-3.17, 4.62, 0.63], [-0.63, 4.36, -1.62], [2.42, 4.21, 0.63], [3.38, 3.16, 1.20], [3.24, 1.76, 0.57], [4.21, 0.80, 1.29], [4.16, -0.63, 0.74], [3.64, 1.85, -0.89], [4.77, 2.11, -1.23], [2.65, 1.65, -1.82], [1.33, 1.27, -1.56], [0.57, 1.08, -2.49], [0.95, 1.05, -0.24], [1.82, 1.26, 0.81], [1.46, 1.09, 1.96], [2.58, 5.18, 1.11], [1.38, 3.93, 0.82], [2.54, 4.34, -0.45], [3.21, 3.04, 2.27], [4.41, 3.47, 1.05], [3.95, 0.80, 2.34], [5.21, 1.21, 1.18], [3.16, -1.07, 0.85], [4.86, -1.28, 1.28], [4.45, -0.66, -0.31], [2.89, 1.77, -2.79], [1.06, -2.70, -7.95], [0.96, -2.44, -6.47], [-0.26, -2.20, -5.86], [-0.38, -1.98, -4.49], [-1.75, -1.68, -3.92], [0.80, -2.00, -3.71], [0.77, -1.83, -2.26], [-0.24, -1.73, -1.57], [2.06, -2.20, -4.32], [3.36, -2.18, -3.53], [2.11, -2.42, -5.68], [0.08, -2.65, -8.42], [1.49, -3.68, -8.14], [1.71, -1.96, -8.43], [-1.16, -2.19, -6.46], [-2.48, -1.65, -4.72], [-1.75, -0.72, -3.41], [-2.06, -2.42, -3.19], [1.75, -1.81, -1.75], [3.46, -1.28, -2.92], [4.21, -2.21, -4.22], [3.45, -3.04, -2.86], [3.08, -2.57, -6.15], [-2.11, 3.97, 4.36], [-1.38, 2.91, 5.18], [-0.50, 1.98, 4.35], [-1.21, 0.78, 3.23], [-1.57, 1.45, 1.87], [-2.71, 0.20, 4.02], [-4.04, 0.94, 3.90], [-4.64, 0.99, 2.49], [-2.79, 4.56, 4.98], [-2.70, 3.51, 3.57], [-1.40, 4.66, 3.89], [-2.08, 2.33, 5.78], [-0.71, 3.40, 5.89], [0.12, 1.36, 5.00], [0.18, 2.53, 3.69], [-2.40, 0.06, 5.06], [-2.82, -0.80, 3.58], [-3.98, 1.94, 4.33], [-4.72, 0.38, 4.55], [-4.13, 1.72, 1.87], [-5.69, 1.28, 2.55], [-4.57, 0.02, 1.99]], "mulliken_charge": [2.62, -0.20, 0.35, -0.11, -0.20, 0.61, -0.07, -0.99, -1.07, 0.52, -0.18, 0.16, -0.19, -0.31, 0.74, -0.31, -0.31, -0.82, -1.75, 2.84, -1.60, -0.93, -0.22, -0.66, 0.26, -0.60, -0.60, 1.65, -1.34, -0.66, 0.52, -0.11, 0.27, 0.42, 0.51, 0.48, 0.48, 0.03, 0.54, 0.26, 0.30, -1.53, 0.64, -0.97, 0.57, -1.20, 1.24, -0.73, -0.68, 1.01, -1.46, -0.93, 0.35, 0.34, 0.34, 0.26, 0.40, 0.13, 0.29, 0.35, 0.06, 0.36, 0.40, 0.37, -0.95, -0.43, -0.82, 0.85, -0.68, -0.90, -0.54, -0.59, 0.34, 0.06, 0.35, 0.21, 0.45, 0.51, 0.17, 0.56, 0.35, 0.18, 0.42, 0.04, 0.44, 0.00], "total_charge": 0, "homo_energy_ev": [-7.978, -7.977], "lumo_energy_ev": [-0.2, -2.8], "multiplicity": 2, "relative_energy_kj_mol": 0.0, "homo_lumo_gap_ev": [7.750, 5.185], "s2": 0.75}

---

3.
{"formula": "C30H37FN3O6P", "method": "ωB97M-V/def2-TZVPD", "symbols": ["C", "C", "C", "C", "C", "C", "C", "O", "N", "C", "O", "F", "C", "O", "C", "C", "C", "C", "C", "O", "O", "C", "P", "C", "C", "C", "O", "H", "H", "H", "H", "H", "H", "H", "H", "H", "H", "H", "H", "H", "H", "H", "H", "H", "H", "H", "H", "H", "H", "H", "C", "N", "C", "C", "C", "C", "C", "C", "C", "C", "N", "C", "C", "C", "H", "H", "H", "H", "H", "H", "H", "H", "H", "H", "H", "H", "H", "H"], "xyz": [[-2.28, -0.41, 1.01], [-1.10, -0.22, -0.15], [-0.07, -1.50, -0.24], [-0.32, 1.25, -0.02], [-1.39, 2.39, -0.61], [-2.31, 3.20, 0.28], [-2.31, 3.05, 1.91], [-3.16, 2.26, 2.60], [-1.33, 3.86, 2.74], [-0.17, 4.39, 1.89], [0.99, 3.73, 1.99], [-0.27, 5.59, 1.02], [-3.34, 4.27, -0.48], [-3.52, 5.45, 0.11], [-3.99, 3.75, -1.89], [-5.53, 3.98, -2.41], [-6.30, 5.28, -1.78], [-7.54, 4.87, -0.73], [-8.59, 3.78, -1.35], [-9.44, 3.13, -0.51], [-8.71, 3.49, -2.80], [-3.07, 2.95, -2.79], [-3.57, 2.17, -4.46], [-2.49, 3.03, -5.78], [-2.94, 0.33, -4.47], [-1.51, 2.67, -2.25], [-0.43, 2.72, -3.06], [-1.81, -0.08, 2.04], [-3.12, 0.39, 0.73], [-2.73, -1.50, 1.02], [-1.70, -0.20, -1.18], [1.06, -1.18, -0.16], [-0.32, -2.08, -1.24], [-0.32, -2.26, 0.63], [0.01, 1.46, 1.08], [0.63, 1.15, -0.74], [-1.88, 4.75, 2.99], [-5.47, 4.17, -3.59], [-6.09, 2.95, -2.29], [-6.86, 5.81, -2.69], [-5.61, 6.10, -1.31], [-8.15, 5.89, -0.57], [-7.15, 4.54, 0.32], [-9.06, 2.53, -2.81], [-2.30, 4.14, -5.43], [-3.06, 3.09, -6.81], [-1.42, 2.54, -5.91], [-1.91, 0.22, -3.91], [-2.82, -0.04, -5.58], [-3.75, -0.37, -3.97], [9.53, -6.97, 0.43], [8.36, -6.24, 0.96], [8.12, -6.25, 2.29], [7.05, -5.54, 2.82], [6.21, -4.79, 1.99], [6.48, -4.82, 0.62], [7.55, -5.55, 0.12], [5.10, -3.98, 2.52], [5.05, -2.60, 2.28], [3.97, -1.84, 2.74], [2.96, -2.42, 3.42], [2.99, -3.74, 3.69], [4.05, -4.54, 3.26], [1.81, -1.62, 3.86], [9.44, -8.01, 0.73], [10.43, -6.51, 0.85], [9.55, -6.90, -0.66], [8.80, -6.83, 2.91], [6.90, -5.55, 3.90], [5.85, -4.28, -0.09], [7.78, -5.58, -0.94], [5.85, -2.10, 1.73], [3.92, -0.77, 2.56], [2.15, -4.16, 4.25], [4.03, -5.61, 3.48], [1.71, -1.72, 4.94], [0.92, -2.00, 3.35], [1.96, -0.57, 3.60]], "mulliken_charge": [-0.98, 0.76, -0.91, -0.73, 0.43, 0.81, -0.17, -0.50, -0.20, 0.52, -0.45, -0.21, -0.02, -0.58, 0.33, -0.34, -0.63, -0.42, 0.46, -0.56, -0.43, 0.04, 0.14, -0.97, -0.88, -0.16, -0.56, 0.19, 0.18, 0.40, -0.08, 0.19, 0.30, 0.18, 0.21, 0.39, 0.38, 0.25, 0.31, 0.33, 0.34, 0.32, 0.23, 0.36, 0.29, 0.36, 0.27, 0.19, 0.35, 0.29, -0.86, -0.01, -0.34, -0.56, 0.64, -0.70, -0.09, 0.67, -0.71, -0.15, 0.05, -0.37, -0.56, -0.99, 0.37, 0.38, 0.28, 0.48, 0.50, 0.50, 0.40, 0.50, 0.46, 0.50, 0.50, 0.38, 0.42, 0.30], "total_charge": 2, "homo_energy_ev": -11.295, "lumo_energy_ev": -7.8, "relative_energy_kj_mol": 1388.9, "homo_lumo_gap_ev": 3.489}